Entry 1:
Entry from OMol25: a cluster of 17 separate species, C16H66O25 in total at a distorted geometry (the ωB97M-V functional and the def2-TZVPD basis).

* molecular weight: 658.7 g/mol
* HOMO: -9.307 eV

```
! RIJCOSX wB97M-V def2-TZVPD def2/J DEFGRID3
* xyz 0 1
O 4.994 19.680 -25.544
H 5.609 18.944 -25.618
H 5.434 20.440 -25.160
O 8.247 12.760 -26.809
H 7.770 12.314 -27.503
H 8.006 13.667 -26.904
O 6.602 17.380 -25.560
H 5.708 17.201 -25.318
H 7.053 17.107 -24.732
O 3.878 20.010 -22.953
H 4.151 19.728 -23.830
H 4.691 20.284 -22.557
O 4.143 11.975 -26.582
H 3.721 12.559 -27.188
H 5.015 11.885 -26.959
O 7.471 14.186 -22.875
H 6.695 13.756 -23.236
H 7.788 13.519 -22.259
O 7.550 15.248 -26.936
H 6.960 15.938 -26.687
H 8.220 15.267 -26.204
O 1.093 17.085 -23.822
H 1.484 17.037 -22.930
H 0.343 17.678 -23.733
O 4.298 14.179 -28.328
H 3.494 14.585 -28.615
H 4.984 14.833 -28.431
C 2.378 9.166 -25.772
C 2.902 9.853 -24.454
O 2.394 11.140 -24.504
O 3.070 7.944 -25.894
H 2.417 9.760 -26.686
H 1.232 8.999 -25.711
H 4.023 9.896 -24.312
H 2.518 9.442 -23.477
H 2.857 11.597 -25.240
H 3.949 8.245 -26.043
C 4.844 14.604 -24.708
C 4.456 15.710 -23.623
O 4.382 16.959 -24.246
O 4.699 13.407 -24.033
H 5.869 14.673 -25.154
H 4.206 14.549 -25.566
H 5.092 15.784 -22.746
H 3.488 15.377 -23.321
H 3.766 17.500 -23.741
H 4.843 12.685 -24.610
C 3.655 18.910 -19.690
C 3.485 17.566 -20.450
O 2.766 17.820 -21.616
O 4.203 18.695 -18.411
H 2.808 19.536 -19.626
H 4.286 19.551 -20.279
H 2.884 16.852 -19.826
H 4.456 17.113 -20.697
H 3.069 18.713 -21.870
H 5.018 19.195 -18.314
C 1.603 14.029 -25.556
C 0.105 13.827 -25.373
O -0.153 12.755 -24.505
O 1.738 15.366 -25.970
H 1.958 13.352 -26.370
H 2.178 13.905 -24.609
H -0.323 13.651 -26.329
H -0.276 14.715 -24.950
H -0.011 11.961 -25.031
H 1.745 15.893 -25.162
C 5.286 12.562 -20.813
C 4.173 13.580 -20.345
O 4.668 14.443 -19.388
O 4.563 11.739 -21.693
H 5.424 11.901 -20.046
H 6.213 13.114 -21.027
H 3.355 13.028 -19.947
H 3.718 14.224 -21.139
H 5.609 14.392 -19.494
H 4.155 12.309 -22.350
C 6.864 19.015 -22.465
C 7.738 17.778 -22.106
O 7.999 17.098 -23.273
O 6.462 19.674 -21.324
H 6.035 18.696 -23.139
H 7.460 19.759 -23.072
H 7.333 17.067 -21.402
H 8.698 18.030 -21.766
H 8.141 16.224 -23.119
H 7.235 19.990 -20.832
C 8.163 9.565 -24.249
C 7.157 10.612 -23.938
O 6.718 11.225 -25.127
O 8.737 9.056 -23.013
H 9.014 10.016 -24.765
H 7.864 8.834 -24.967
H 7.562 11.357 -23.286
H 6.276 10.113 -23.555
H 7.378 11.741 -25.535
H 8.217 9.493 -22.258
C 1.347 19.952 -25.924
C 1.076 20.880 -27.105
O 0.705 22.147 -26.552
O 1.439 18.608 -26.371
H 0.539 19.960 -25.239
H 2.276 20.246 -25.402
H 0.227 20.674 -27.682
H 1.947 21.011 -27.774
H 0.025 22.012 -25.913
H 1.526 18.124 -25.547
*
```



Entry 2:
Entry from OMol25: a structure of composition C42H44MoP2 at a distorted geometry (the ωB97M-V functional and the def2-TZVPD basis).

* molecular weight: 706.7 g/mol
* HOMO (alpha / beta): -12.743 / -11.786 eV

```
! RIJCOSX wB97M-V def2-TZVPD def2/J DEFGRID3
* xyz 2 3
Mo 0.388 -3.899 -3.243
C 1.437 -1.207 1.082
C 1.984 -2.284 0.557
C 1.877 -3.632 1.127
C 0.532 -4.362 0.733
C -0.751 -3.525 0.501
C -1.171 -2.445 1.144
C -0.658 -1.894 2.406
C 0.644 -0.975 2.381
C -0.296 -3.387 -5.288
H 2.047 -0.261 1.129
H 2.679 -2.069 -0.235
H 1.811 -3.564 2.249
H 2.749 -4.252 0.816
H 0.692 -4.887 -0.207
H 0.354 -5.105 1.506
H -1.183 -3.703 -0.438
H -1.854 -1.759 0.660
H -0.369 -2.774 2.990
H -1.473 -1.327 2.897
H 0.385 0.123 2.563
H 1.140 -1.237 3.361
H -0.721 -2.516 -5.711
H -0.808 -4.235 -5.772
H 0.800 -3.351 -5.591
P 2.284 -5.043 -4.005
P -0.660 -5.880 -3.563
C 1.964 -6.440 -2.909
C 0.653 -6.747 -2.663
C 3.245 -6.025 -5.367
C 3.947 -7.232 -5.126
C 4.650 -7.914 -6.135
C 4.703 -7.449 -7.454
C 3.995 -6.256 -7.714
C 3.264 -5.559 -6.712
C 3.890 -4.473 -3.159
C 3.957 -4.503 -1.754
C 4.986 -3.765 -1.176
C 6.088 -3.274 -1.937
C 6.063 -3.475 -3.328
C 4.929 -3.984 -3.959
C -1.042 -7.403 -4.728
C -0.114 -7.762 -5.733
C -0.344 -8.850 -6.594
C -1.527 -9.623 -6.553
C -2.470 -9.216 -5.599
C -2.254 -8.121 -4.758
C -2.200 -6.067 -2.550
C -3.349 -5.412 -3.062
C -4.504 -5.355 -2.267
C -4.529 -5.975 -1.011
C -3.407 -6.646 -0.576
C -2.231 -6.667 -1.300
H 2.800 -7.001 -2.461
H 0.379 -7.699 -2.168
H 3.903 -7.688 -4.126
H 5.163 -8.853 -5.925
H 5.249 -7.979 -8.258
H 3.981 -5.882 -8.748
H 2.645 -4.670 -7.000
H 3.214 -5.051 -1.144
H 4.982 -3.505 -0.114
H 6.952 -2.782 -1.409
H 6.947 -3.198 -3.904
H 4.877 -4.003 -5.046
H 0.827 -7.206 -5.869
H 0.384 -9.131 -7.351
H -1.740 -10.419 -7.279
H -3.416 -9.763 -5.561
H -3.082 -7.836 -4.087
H -3.320 -4.922 -4.055
H -5.362 -4.810 -2.632
H -5.425 -5.915 -0.434
H -3.450 -7.135 0.377
H -1.316 -7.086 -0.865
C -0.553 -0.457 -1.924
C -0.507 0.522 -0.921
C 0.681 1.379 -0.704
C 0.657 2.488 0.191
C -0.467 2.713 1.015
C -1.532 1.800 1.026
C -1.549 0.737 0.068
H 0.149 -0.334 -2.737
H -1.479 -1.041 -1.944
H 1.591 1.055 -1.283
H 1.512 3.205 0.135
H -0.540 3.623 1.637
H -2.448 1.919 1.641
H -2.341 -0.033 0.049
*
```



Entry 3:
Entry from OMol25: a structure of composition H16O8Xe (the ωB97M-V functional and the def2-TZVPD basis).

* molecular weight: 275.4 g/mol
* HOMO: -10.503 eV

```
! RIJCOSX wB97M-V def2-TZVPD def2/J DEFGRID3
* xyz 0 1
Xe 8.095 8.563 -19.626
O 5.826 10.607 -18.142
H 5.344 10.890 -17.366
H 5.202 10.705 -18.861
O 9.294 6.826 -16.848
H 9.923 7.268 -16.277
H 8.572 7.448 -16.936
O 11.073 11.816 -19.670
H 10.719 11.160 -20.270
H 12.022 11.742 -19.767
O 11.470 5.883 -18.455
H 10.732 6.127 -17.895
H 11.856 5.120 -18.024
O 7.093 8.492 -16.251
H 6.715 9.135 -16.850
H 6.338 8.098 -15.813
O 4.764 5.449 -19.600
H 4.374 5.014 -20.358
H 4.800 6.373 -19.845
O 7.638 12.622 -18.787
H 7.102 11.844 -18.635
H 8.463 12.282 -19.133
O 11.432 10.127 -17.534
H 11.257 10.547 -18.377
H 10.746 10.458 -16.955
*
```